Here is a cluster of 4 separate species, C3H11NO3 in total in a non-equilibrium geometry from the Open Molecules 2025 dataset. Energies are from ωB97M-V/def2-TZVPD.

XYZ file:
```
18
Properties=species:S:1:pos:R:3:mulliken_charge:R:1
C 0.560 -0.663 1.046 -0.26
C -0.042 -1.362 2.038 -0.74
C 2.070 -2.070 -0.036 -0.80
N 0.967 -1.258 -0.140 -0.58
H 1.213 0.206 1.265 0.44
H 0.052 -2.441 1.898 0.15
H -0.733 -1.167 2.851 0.30
H 2.322 -2.481 0.945 0.33
H 2.756 -2.036 -0.879 0.24
H -0.782 -2.642 -1.264 0.36
H -1.423 -3.980 -1.048 0.30
O -1.318 -3.310 -1.727 -0.72
H -1.879 1.469 -1.332 0.33
H -1.168 2.168 -0.144 0.34
O -1.977 2.154 -0.670 -0.68
H -0.100 6.603 -0.956 0.31
H -0.615 5.126 -1.086 0.33
O 0.096 5.682 -0.761 -0.64
```

As for the orbital gap (spin up / spin down): 0.1252 / 0.2414 Eh. The calculation puts the HOMO energy (spin up / spin down) at -0.51 / -3.67 eV. The spin multiplicity is 2. As for the total charge: -1. For the energy above the lowest of the compared OMol25 structures with the same formula, charge and spin, the calculation gives 59.1 kcal/mol.

Here is a structure of composition H7S4 in a non-equilibrium geometry from the Open Molecules 2025 dataset. Energies are from ωB97M-V/def2-TZVPD.

XYZ file:
```
11
Properties=species:S:1:pos:R:3:mulliken_charge:R:1
S -5.281 0.312 2.712 -0.31
H -4.793 0.083 3.872 0.11
S -1.272 1.392 -2.715 -0.50
H -2.526 1.043 -2.881 0.05
H -1.069 0.542 -1.417 0.16
S -0.733 -0.802 -0.219 -0.70
H 0.314 -0.468 0.532 0.00
H -4.171 -0.262 2.174 0.19
S 7.138 -0.785 0.102 -0.26
H 7.282 -2.007 0.626 0.13
H 7.397 -1.259 -1.074 0.13
```

As for the orbital gap: 0.2196 Eh. The calculation puts the HOMO energy at -3.39 eV. The spin multiplicity is 1. As for the total charge: -1. For the energy above the lowest of the compared OMol25 structures with the same formula, charge and spin, the calculation gives 11.5 kcal/mol.

Here is a cluster of 14 separate species, C3H33NO14S2 in total in a non-equilibrium geometry from the Open Molecules 2025 dataset. Energies are from ωB97M-V/def2-TZVPD.

XYZ file:
```
53
Properties=species:S:1:pos:R:3:mulliken_charge:R:1
N -0.049 2.339 -1.108 -0.53
C 0.622 1.938 0.181 -0.32
C 1.810 2.804 0.395 -0.27
O 1.973 3.786 -0.292 -0.43
C 1.009 0.426 0.183 -0.13
S -0.480 -0.479 -0.150 0.24
S -0.222 -2.454 0.165 0.00
H -0.165 3.382 -1.003 0.26
H 0.464 2.203 -1.956 0.44
H -0.235 2.171 0.876 0.63
H 2.557 2.646 1.190 0.34
H 1.645 0.038 0.968 0.42
H 1.745 0.171 -0.751 0.19
H 0.146 -2.772 1.472 0.25
H -3.906 0.507 2.598 0.34
H -4.182 -0.846 2.319 0.30
O -3.965 -0.284 3.039 -0.65
H -2.068 -1.455 2.400 0.23
H -2.000 -2.330 3.553 0.26
O -1.489 -1.749 3.144 -0.44
H -1.036 -2.151 -3.626 0.29
H -0.836 -0.829 -2.857 0.29
O -0.440 -1.418 -3.535 -0.54
H 1.181 -1.937 -1.904 0.15
H 1.616 -2.762 -3.159 0.29
O 1.897 -2.119 -2.541 -0.59
H 2.784 -2.511 2.752 0.29
H 3.117 -1.665 1.640 0.35
O 3.518 -2.404 2.217 -0.60
H -1.083 1.238 -2.287 0.27
H -2.237 1.469 -3.096 0.30
O -1.858 0.730 -2.515 -0.67
H 0.758 -0.736 4.312 0.25
H 1.971 0.063 4.331 0.30
O 1.232 -0.104 4.827 -0.58
H 4.469 1.639 -0.828 0.29
H 3.069 1.812 -1.174 0.30
O 3.635 1.369 -0.524 -0.60
H -2.492 0.397 3.570 0.46
H -1.023 0.643 3.819 0.25
O -1.772 1.065 3.714 -0.63
H 1.672 -0.099 -2.977 0.28
H 1.188 0.396 -4.341 0.32
O 1.802 0.609 -3.615 -0.69
H -4.718 -0.425 -1.869 0.33
H -3.589 0.383 -1.387 0.37
O -4.383 -0.054 -1.017 -0.73
H 2.769 1.974 -3.157 0.41
H 2.752 3.481 -2.850 0.30
O 3.259 2.663 -2.786 -0.67
H -3.966 -2.924 0.091 0.28
H -4.151 -1.408 0.066 0.43
O -4.070 -2.115 0.665 -0.63
```

As for the orbital gap (spin up / spin down): 0.3209 / 0.1826 Eh. The calculation puts the HOMO energy (spin up / spin down) at -13.55 / -13.53 eV. The spin multiplicity is 2. As for the total charge: +1.

Here is a cluster of 2 separate species, C2HF4NO2 in total in a non-equilibrium geometry from the Open Molecules 2025 dataset. Energies are from ωB97M-V/def2-TZVPD.

XYZ file:
```
10
Properties=species:S:1:pos:R:3:mulliken_charge:R:1
C 1.397 0.135 0.181 0.42
C 0.380 -0.843 -0.326 0.32
N -2.289 0.697 0.078 0.80
O -3.185 -0.051 0.035 -0.42
O -2.027 1.825 0.228 -0.39
F 0.862 0.916 1.155 -0.23
F 2.470 -0.471 0.738 -0.24
F 0.371 -2.070 0.209 -0.21
F 0.287 -0.937 -1.666 -0.23
H 1.734 0.799 -0.631 0.18
```

As for the orbital gap (spin up / spin down): 0.3386 / 0.3268 Eh. The calculation puts the HOMO energy (spin up / spin down) at -9.92 / -9.90 eV. The spin multiplicity is 1. As for the total charge: 0. For the energy above the lowest of the compared OMol25 structures with the same formula, charge and spin, the calculation gives 56.4 kcal/mol.

Here is an isolated molecule of C3H4N4O in a non-equilibrium geometry from the Open Molecules 2025 dataset. Energies are from ωB97M-V/def2-TZVPD.

XYZ file:
```
12
Properties=species:S:1:pos:R:3:mulliken_charge:R:1
C -2.638 -0.175 -0.211 -0.21
N -1.535 0.503 -0.079 -0.48
N -0.339 0.086 0.358 0.42
N 0.067 -1.345 0.216 -0.29
C 1.365 -1.350 0.065 -0.01
N 1.858 -0.190 -0.492 -0.45
C 0.846 0.775 -0.152 0.50
O 0.873 2.024 0.227 -0.56
H -2.616 -1.322 -0.080 0.20
H -3.676 0.232 -0.737 0.23
H -0.556 -1.727 1.102 0.36
H 2.064 -2.245 -0.335 0.29
```

As for the SMILES: C=Nn1[nH]cnc1=O. As for the orbital gap: 0.3354 Eh. The calculation puts the HOMO energy at -9.56 eV. The spin multiplicity is 1. As for the total charge: 0. For the energy above the lowest of the compared OMol25 structures with the same formula, charge and spin, the calculation gives 128.8 kcal/mol.

Here is a structure of composition C6H15O9Sr in a non-equilibrium geometry from the Open Molecules 2025 dataset. Energies are from ωB97M-V/def2-TZVPD.

XYZ file:
```
31
Properties=species:S:1:pos:R:3:mulliken_charge:R:1
Sr -0.548 -0.190 -0.462 1.67
C 2.292 -2.707 1.061 -0.72
C 2.755 -1.591 0.111 0.42
O 1.872 -0.722 -0.174 -0.60
O 3.920 -1.668 -0.295 -0.72
H 3.153 -3.236 1.476 0.34
H 1.680 -3.458 0.548 0.04
H 1.685 -2.289 1.866 0.17
C 0.304 4.007 -1.705 -1.12
C -0.038 2.538 -1.626 0.95
O 0.927 1.741 -1.713 -0.71
O -1.241 2.163 -1.455 -0.76
H 0.344 4.442 -0.705 0.23
H -0.452 4.561 -2.270 0.31
H 1.278 4.142 -2.171 0.29
C -0.615 0.836 3.877 -1.08
C -0.808 0.490 2.409 1.00
O -0.772 1.411 1.550 -0.77
O -0.960 -0.735 2.102 -0.81
H 0.271 0.327 4.255 0.25
H -1.473 0.522 4.477 0.28
H -0.492 1.912 4.009 0.29
O -3.079 -0.301 -0.802 -0.48
H -3.526 -1.151 -0.779 0.25
H -3.734 0.342 -1.085 0.25
O -0.461 -2.805 -0.700 -0.46
H -0.013 -3.636 -0.524 0.23
H -1.232 -3.037 -1.227 0.22
O -0.396 -0.674 -2.975 -0.45
H -0.895 -1.122 -3.659 0.21
H 0.254 -0.113 -3.415 0.28
```

As for the orbital gap: 0.2367 Eh. The calculation puts the HOMO energy at -4.73 eV. The spin multiplicity is 1. As for the total charge: -1. For the energy above the lowest of the compared OMol25 structures with the same formula, charge and spin, the calculation gives 17.7 kcal/mol.

Here is an isolated molecule of C4H10N2O2Si in a non-equilibrium geometry from the Open Molecules 2025 dataset. Energies are from ωB97M-V/def2-TZVPD.

XYZ file:
```
19
Properties=species:S:1:pos:R:3:mulliken_charge:R:1
C -2.471 0.018 0.859 -0.55
C -2.325 -1.142 -0.064 -0.13
O -1.216 -0.796 -0.902 -0.30
Si -0.096 0.042 -0.100 0.23
N -1.095 0.602 1.190 -0.38
N 1.527 -0.833 0.179 -0.38
C 2.540 0.134 -0.206 -0.30
C 1.961 1.054 -1.241 -0.41
O 0.531 1.239 -1.033 -0.35
H -2.986 0.787 0.267 0.22
H -3.077 -0.031 1.763 0.37
H -1.904 -1.997 0.589 0.19
H -3.168 -1.324 -0.866 0.25
H -0.770 0.321 2.141 0.30
H 1.752 -1.414 1.007 0.26
H 3.472 -0.231 -0.664 0.28
H 2.862 0.744 0.799 0.22
H 2.409 2.156 -1.334 0.24
H 2.053 0.668 -2.385 0.23
```

As for the SMILES: C1CO[Si]2(N1)NCCO2. As for the orbital gap: 0.3532 Eh. The calculation puts the HOMO energy at -8.89 eV. The spin multiplicity is 1. As for the total charge: 0. For the energy above the lowest of the compared OMol25 structures with the same formula, charge and spin, the calculation gives 8.3 kcal/mol.

Here is a structure of composition C26H20Br3GaN4O2 from the Open Molecules 2025 dataset. Energies are from ωB97M-V/def2-TZVPD.

XYZ file:
```
56
Properties=species:S:1:pos:R:3:mulliken_charge:R:1
Ga 0.344 0.230 -0.027 -0.46
O -1.639 1.615 -4.961 -0.62
C -1.379 2.714 -4.186 0.54
C -1.911 3.918 -4.626 -0.61
C -1.707 5.068 -3.885 -0.40
C -0.959 5.031 -2.714 -0.81
C -0.431 3.829 -2.280 -0.56
C -0.649 2.655 -2.996 0.54
C -0.125 1.335 -2.483 -0.18
O 0.620 1.466 -1.318 -0.27
N -1.308 0.443 -2.261 -0.33
N -1.174 -0.401 -1.175 -0.01
C -2.083 -1.282 -0.952 -0.05
C -2.085 -2.156 0.188 0.28
Br -0.652 -1.852 1.407 -0.05
C -2.991 -3.102 0.487 -0.79
C -4.093 -3.549 -0.359 0.57
C -3.985 -3.653 -1.749 -0.45
C -5.075 -4.060 -2.498 -0.64
C -6.275 -4.363 -1.867 -0.43
C -6.381 -4.294 -0.483 -0.60
C -5.289 -3.905 0.272 -0.51
H -1.052 0.882 -4.747 0.33
H -2.470 3.932 -5.552 0.45
H -2.123 6.003 -4.234 0.40
H -0.780 5.938 -2.154 0.42
H 0.172 3.786 -1.383 0.42
H 0.502 0.842 -3.238 0.15
H -2.183 0.956 -2.232 0.31
H -2.919 -1.368 -1.639 0.81
H -2.920 -3.570 1.465 0.44
H -3.034 -3.483 -2.240 0.67
H -4.985 -4.162 -3.571 0.40
H -7.125 -4.683 -2.454 0.41
H -7.309 -4.556 0.005 0.41
H -5.364 -3.867 1.352 0.39
Br 1.234 3.756 5.436 -0.04
C 0.910 2.773 3.897 -0.18
C -0.310 2.881 3.238 -0.75
C -0.508 2.123 2.106 -0.02
N 0.436 1.300 1.632 0.26
C 1.629 1.207 2.250 0.86
C 1.897 1.927 3.394 -0.81
C 2.613 0.297 1.593 0.90
C 3.903 0.119 2.041 -0.78
C 4.746 -0.737 1.333 -0.17
Br 6.489 -0.997 1.907 -0.04
C 4.274 -1.389 0.199 -0.77
C 2.972 -1.161 -0.189 -0.04
N 2.162 -0.341 0.494 0.21
H -1.087 3.541 3.595 0.46
H -1.438 2.173 1.555 0.57
H 2.848 1.853 3.897 0.56
H 4.270 0.633 2.915 0.57
H 4.904 -2.055 -0.371 0.47
H 2.560 -1.641 -1.067 0.56
```

As for the orbital gap: 0.2172 Eh. The calculation puts the HOMO energy at -12.89 eV. The spin multiplicity is 1. As for the total charge: +2.